No. 1
The following is a DFT calculation (ωB97M-V/def2-TZVPD) of a molecular structure, C50H92F12N2O40S11Zn.

```
208
C50H92F12N2O40S11Zn ωB97M-V/def2-TZVPD
O -3.63402 4.39432 -3.37714
S 1.88841 3.74790 0.51147
H -8.62487 3.22704 -0.60793
H -2.51658 -3.13260 3.75345
C 2.04498 6.07194 -0.62037
H 7.72251 -3.67072 -2.94244
C 2.35609 -5.73074 3.06468
C -2.77118 4.66086 1.62322
H 2.49504 2.21918 -8.38643
O -1.83578 3.55152 -4.15693
H -3.52356 0.41887 -5.20888
C -7.61914 1.97324 5.52386
H 0.09634 -4.19042 1.59951
O 1.35856 -1.63695 1.57714
H 3.89006 6.61525 0.20434
C -6.13474 0.53517 -5.86414
H 0.36960 -5.87707 1.46838
S -2.47607 3.80493 3.22694
O -6.65894 -0.54734 -1.16834
C -0.96843 2.50085 -4.32445
F -3.13803 0.98205 0.99698
O 2.51218 3.00696 -0.58153
C -6.99070 0.35574 -0.26646
O 4.03580 -4.77748 -2.32219
H -3.49737 -3.58431 -2.74945
C 8.33987 2.52617 -0.79679
O -7.87297 0.91885 4.74626
C 3.12807 4.84231 1.25804
C 3.24652 -5.94127 -2.10397
H -5.85209 -2.25824 -1.68382
H -7.10547 -2.32834 -0.42403
O 5.49402 -4.54440 1.69261
H -2.00872 -3.20963 6.31390
C -5.78207 0.77482 -7.35730
H -5.03363 2.78836 1.11240
H -1.85446 -2.82684 -4.22822
H 1.86026 7.04325 -0.16153
C -1.13034 -2.62597 6.03844
Zn 0.18227 1.54274 2.56847
S -1.15011 -5.15354 -3.63281
C 5.98213 -4.74584 2.89397
C -1.28023 -1.10619 5.91964
O 5.88729 -3.62975 -1.97669
O 6.21853 4.19066 -0.25209
H -8.65476 1.93811 0.56942
H -5.57152 -1.06840 -4.41209
H 2.22850 -5.56651 -2.21028
H -0.39636 -2.95669 6.77328
O -2.40004 4.75167 4.33011
O -7.45777 1.54532 -0.84622
H -6.81247 1.10719 2.99273
C -1.58700 -2.58339 3.60386
C 4.52794 1.71496 -7.54105
H -6.07548 3.64569 2.13001
H -5.73136 -1.63765 -5.98710
H 4.74551 2.74003 -7.24105
O 2.57997 -5.56166 4.34175
H 3.94487 -3.36822 2.33967
F 1.18626 4.88966 6.43866
C 5.42738 -4.90602 -2.01464
H -0.81101 1.83400 -3.47673
H -5.47950 -1.81789 0.05442
C 3.28394 -0.33892 4.69755
O 1.05313 3.18902 1.55966
H -2.15273 5.55780 1.58966
H 0.36999 5.47464 0.40379
C -3.00946 3.24919 -3.48591
H -4.67585 3.28747 4.07426
H -0.65134 -4.37545 4.82404
H 6.39574 -7.33464 4.44083
H -0.89863 -6.34741 -1.68212
H -7.21806 0.42935 -5.80662
O -0.47749 2.22700 5.53915
O 5.99881 -5.96741 -1.76283
C -4.28580 4.68370 1.39942
C -2.62270 0.03585 0.30341
O -3.36948 2.11086 -3.09468
H 3.74229 0.01828 -4.62885
H 7.38508 0.31661 -2.08884
H 3.92149 5.17366 -0.80142
H -4.48201 4.84323 0.33916
C 0.89626 -4.92306 1.49245
C -0.62122 -3.29188 4.70981
H -5.83969 0.56540 4.40132
O 2.03802 2.86681 -5.51384
C -3.90240 -0.46923 -5.71472
H -2.34909 3.92679 0.93687
H 5.02847 1.52842 -8.49119
H -0.40588 -0.52406 6.21074
F 0.18065 4.67458 4.63957
S -0.95046 0.85220 -0.36772
H 7.75744 1.15745 0.82211
C -4.15521 2.93470 3.18399
F 2.22902 0.05411 -1.73614
H -9.54343 4.10418 6.03377
O 0.09842 -1.65763 -0.43902
F -3.41436 -0.30558 -0.71763
H 0.31048 4.66527 -1.13238
C 1.22624 4.23809 5.26599
O -6.87303 0.22444 0.95396
C 3.04429 1.51232 -7.76451
O -4.17215 -1.13101 -8.45766
C 4.03740 0.88230 -5.22421
C 0.99812 5.04825 -0.37834
H 0.36193 -2.87310 4.49496
O -6.77986 2.80859 5.39282
H -6.46186 0.25446 -8.03198
H -7.30708 3.10952 0.47655
H -5.80590 1.83049 -7.62766
O -0.68691 0.39454 -1.67472
H 2.83701 0.51386 -8.14951
H 5.99096 1.07036 -6.02570
F 4.35318 -0.87354 3.98778
F 2.29957 4.50529 4.54867
C 2.52843 -0.34312 -0.49543
O 6.87756 3.85656 -2.77266
F 3.37498 -0.42156 6.05538
C -7.99814 2.49427 -0.09964
O -2.05187 -5.78027 -4.55945
F -2.28793 -1.06178 0.93757
C -8.99729 3.51251 6.76845
H 5.28585 1.75412 -0.62611
H -5.40918 4.05063 -4.46152
H 7.55597 -5.78883 4.51423
C -6.20737 -1.80804 -0.75689
H -9.54543 3.33881 7.69444
O 1.31477 0.51396 -5.83737
C -1.65926 -5.63027 -1.99075
H 4.20436 -3.46430 0.64735
H 4.48619 1.70704 -4.67058
O -1.34487 2.86790 2.83799
H 3.30021 -6.24995 6.07959
C 5.95657 1.78299 -1.48482
H 2.04555 6.17323 -1.70566
H -2.60059 -4.46220 -0.33024
S -1.82855 -0.77198 4.17192
C -5.34866 -0.77703 -5.43850
C 6.99985 -6.55590 3.97531
H -5.46455 3.62282 -2.85779
F 3.17283 0.66630 0.14953
H -6.85413 -0.60589 3.74373
H 8.95891 2.41107 -1.68653
H -5.53676 5.27081 -3.25908
S 3.14729 1.56507 4.05638
H 0.04490 2.78457 -4.60864
O 1.66941 2.04453 6.71573
S 6.75641 3.37885 -1.38338
H 5.35140 1.92525 -2.38015
C 3.37390 5.67843 -0.00552
S 0.87158 -0.84085 0.45325
H -4.70720 5.57490 1.86449
H 7.34738 -2.28487 -2.09757
C 8.04100 1.12743 -0.22994
C -5.01432 3.44530 1.98198
H 5.14850 -0.31398 -6.74306
O -1.25086 2.29834 -0.47107
N 0.18367 0.52827 0.99796
H 5.24591 -2.40181 1.66225
H 3.44628 -6.42007 -1.14536
H -2.69615 -2.37692 -1.76655
O 0.26698 -5.42639 -3.75467
C -1.59203 -3.44566 -3.37014
O -8.69780 2.19641 6.35835
O 2.75256 -6.65626 2.25282
H -3.87949 1.88022 3.17212
O -3.27194 -0.55058 4.12834
C -2.57172 -3.36070 -2.21910
H 1.46693 -4.91756 0.56379
C 6.92163 0.63367 -1.15460
C 5.03179 0.71466 -6.40193
C 7.25660 -3.36712 -2.00497
C -1.97326 -4.37560 -1.21740
N 1.52976 1.72397 3.89910
C 4.73829 -3.36386 1.59229
O 3.83337 2.45188 5.09884
F 3.32276 -1.39147 -0.58935
O 6.22931 -6.03188 2.90466
H 8.90094 0.47884 -0.39704
H -1.34788 -2.62642 2.54129
C 3.59489 -6.26864 5.03036
H 7.78816 -3.61243 -1.08553
H 2.78542 5.50069 2.05630
C -6.79235 0.47384 3.87962
H -0.62487 -3.09064 -3.01426
S -4.02849 0.02425 -7.54179
H -3.21222 -1.30450 -5.59615
H 6.49801 -0.30049 -0.78582
C -4.98958 4.36060 -3.50446
O -0.82558 0.09559 3.54221
S 0.96546 2.36684 5.49389
H 4.56040 -5.77571 4.91677
H -2.09014 -0.65179 6.49031
O -3.13751 1.16546 -7.82008
O 1.55373 -4.71609 2.68006
H 8.87735 3.17587 -0.10606
H 7.76056 -7.15552 3.47544
H 3.42045 -6.77824 -2.78024
H -5.89895 1.38725 -5.22661
O 3.64901 1.61253 2.77625
F 2.20312 -0.96488 4.29867
H -1.41187 1.89158 -5.11201
H -8.15739 4.11478 7.11482
S 2.37947 1.54046 -5.98214
H 3.70533 -7.30701 4.71779
O 6.22822 -3.89790 3.83028
H 3.90758 4.17423 1.62425
H -2.59861 -6.18234 -2.02173
H -0.95097 -4.23998 -0.86438
```

Values from the calculation:
spin multiplicity = 1
total charge = 0
HOMO level = -9.8 eV
E_LUMO = -0.0174 eV
orbital gap = 9.79 eV

No. 2
The following is a DFT calculation (ωB97M-V/def2-TZVPD) of 10 unconnected molecules or ions with the total composition C50H95F15O25.

```
185
C50H95F15O25 ωB97M-V/def2-TZVPD
O 5.68066 2.39599 -3.10820
F -4.17049 2.48013 -2.42467
H 6.58274 4.91216 -2.97709
H 4.44647 1.60999 1.14544
C 0.93588 3.45681 -3.90362
H -9.32292 -2.68237 3.29793
C -6.86105 2.35261 1.09478
C -8.26627 1.91064 0.81966
H 5.66877 3.24720 -1.23551
H 6.07901 4.09837 -5.23950
O -8.04221 -6.74655 8.02316
H -0.91113 -0.95757 -4.86819
H 5.28882 5.55525 -1.93979
H -7.60656 -2.39952 2.97027
O -6.29504 -0.35292 3.67726
H -8.18730 1.19993 -0.00299
C 6.85349 -0.96577 -1.19551
C 6.22440 -2.09636 -5.57334
H 7.40643 -0.23192 -1.78188
H 6.42692 0.93977 3.15693
H -4.29405 -7.20486 4.20782
H -4.20637 -4.27017 4.46499
H 0.48986 -0.79651 0.73179
H 6.71598 -2.63673 -4.76437
C 6.56572 1.76571 2.45932
O -2.57308 -0.77240 -3.01960
F 2.01656 0.11430 -5.72641
F -8.95135 1.12938 5.45813
H 5.61006 -3.35600 -1.61418
O 5.41846 6.19948 -6.70425
H -6.31439 1.44079 1.33530
H 1.33430 1.63227 0.11025
C -7.69064 -7.82052 7.16081
H 7.46327 2.28159 2.80045
F 2.77349 -0.54815 -3.81693
C -6.27923 -7.86257 3.63851
H -3.01047 1.01616 -3.84496
O 5.47133 2.63272 2.60108
H 5.22711 0.42523 -0.76490
H 3.75427 1.54743 2.79316
H -8.82353 2.80381 0.53714
C 0.76311 -0.22922 3.67272
C 7.07525 -0.85215 -6.08943
H -4.19316 -1.10411 0.93443
O -8.52339 -0.83978 3.88872
C -4.92869 -4.45843 3.67069
H -8.79355 1.48624 1.67404
H 7.48662 3.09936 -3.86455
C -0.41139 4.67305 0.34842
H 6.75910 -3.47525 -0.21027
H -0.85385 5.66794 0.39867
H 7.39261 -0.17782 -5.29403
H 7.24886 1.41232 -3.97528
H 0.84612 4.53933 -3.81308
H 8.27730 -6.94346 -1.12852
C 5.24924 3.42643 -2.22545
H -8.54511 -6.28651 9.74999
H -3.64373 -0.24045 2.36402
O -6.25479 2.94547 -0.08904
H -8.34116 -0.83894 1.15952
O 3.90917 -1.45908 -7.10814
H -0.19365 2.11781 -0.45518
H 2.69726 6.32319 3.09165
F 1.64336 -1.85043 -5.06849
H -0.36405 4.26063 -0.65943
O -6.72491 -8.21258 4.95806
H -9.28170 -2.35988 0.89622
H 2.08572 1.63488 -2.38711
C 4.99714 6.92800 -7.77349
H 0.45255 3.20088 -4.84648
O 7.29629 -2.24610 -1.74691
F -3.43116 -2.96776 -1.62785
H -0.66902 2.41980 6.11080
C -1.58669 -0.11780 0.58452
H 7.50010 -4.23509 -3.06491
C -1.06935 2.60532 5.11409
H -1.47743 1.02742 -3.11328
H -6.79427 2.98516 1.97995
H -1.28257 0.69145 1.24839
H -1.22022 3.67247 4.95117
H 6.43684 -0.17354 -6.65514
H -0.98022 0.77683 -5.46933
H 2.96257 6.01513 1.47717
C -8.85321 -7.10651 9.10131
C 2.49941 5.55121 2.34800
C 7.07536 2.25692 -3.30844
H 3.31091 -0.03819 0.31065
C -2.12332 0.39488 -3.72223
H 7.96254 -1.13705 -6.65481
C -1.52147 -0.07422 -5.05598
C 3.43916 -1.10334 0.11801
C 4.58752 5.10056 -6.36440
H 3.14849 -1.64511 1.01807
H 4.16320 3.33361 -2.22396
F -5.00595 -1.63960 -1.22352
C -8.59270 -1.93546 2.98647
C -3.48016 -1.13186 1.75843
C -5.13815 -6.87273 3.60343
H -5.53191 -3.55101 3.64236
F -3.32186 4.24957 -1.37085
C -9.06952 -1.53470 1.57605
H 3.99244 3.98467 0.80248
O 8.56819 -5.00604 -1.64055
F -7.17247 2.16530 4.72490
H -4.35794 -4.51489 2.74378
H 7.30674 -0.82210 -0.21468
H 4.87649 -0.73083 -2.03341
H 7.51331 2.03887 -2.33440
C 2.57807 -0.89797 -5.08563
C 5.38609 -0.60669 -1.07791
C 7.29013 -4.66646 -2.08617
H 4.52308 4.41358 -7.20820
H 6.12529 -2.79977 -6.40008
H 5.03554 6.42392 -8.73916
H -0.50642 2.16135 3.09532
H 0.53321 6.28395 2.21926
C -3.86549 -1.22215 -3.23109
H -8.59196 -8.08139 9.51294
C -4.44080 3.48360 -1.57930
O 1.61011 0.17363 2.82930
C -7.66207 1.02984 5.10658
H -6.88613 -8.39181 7.62394
O -4.57392 -0.81485 -4.12353
H -7.93152 -6.60624 5.39150
C 5.04977 4.41047 -5.06240
O 0.31462 2.81635 -2.81886
H -2.16580 0.31464 -0.23140
H 6.60878 -5.49246 -2.29011
H 2.87877 -1.48623 -0.73490
C 1.29504 2.25818 -1.96948
C 4.22387 2.18512 2.04421
O 0.32325 0.20840 -1.12207
O 4.80377 5.24557 -3.93928
H 7.95429 -5.75882 0.21195
H -2.07864 2.19544 5.07622
C 3.46312 3.45293 1.59316
C -0.24795 -0.60678 -0.04779
H 1.90311 3.05953 -1.54972
C -0.14543 2.01636 4.11353
H 5.77608 7.68570 -7.85857
C 6.64832 -3.44377 -1.29417
C 8.57818 -6.01429 -0.64455
H 9.61732 -6.19291 -0.36817
H -2.36642 -0.32614 -5.69684
H -3.67723 -2.00341 2.38267
C 3.88644 -1.36372 -5.87037
H 2.00043 3.35000 -4.11203
H -0.47630 -1.53900 -0.56443
F -7.05638 0.85633 6.27046
H 4.04875 7.46025 -7.70021
O -0.02761 0.60036 4.40727
C -4.44036 -2.26293 -2.25302
F 0.67588 -2.50868 2.91441
C 0.99603 5.30026 2.14017
C 0.64995 -1.73697 4.02248
H -6.07454 -8.77716 3.08197
C -7.40827 -0.16810 4.20998
H 0.62736 4.70664 2.97671
C 0.66871 1.51758 -0.74528
H -9.91194 -7.09624 8.84229
H -7.13857 -7.45142 3.10880
C 5.51654 4.86827 -2.75484
O 3.12544 4.30127 2.71986
H 0.85882 2.43933 4.13935
O -2.11761 -1.21666 1.23639
H -8.55399 -8.42053 6.87321
H -9.98432 -0.94274 1.60493
F -5.38001 4.30017 -2.13964
H 3.56197 5.44958 -6.24387
H 4.49595 3.48009 -4.93676
O 4.93277 -1.65968 -5.07444
H 2.59099 3.07549 1.05929
O -4.16121 2.23796 0.53623
H -1.09337 4.05926 0.93685
H 6.69276 1.29521 1.48433
F -0.43561 -2.02371 4.73354
H -4.89021 -6.83810 2.54257
O -5.73288 -5.58510 3.90691
O 0.85314 4.61376 0.94443
F -5.24709 -3.04143 -2.97319
O 4.80159 -1.40816 -0.08288
C -4.93636 2.88331 -0.21443
F 1.72259 -2.03968 4.78458
H -6.30792 -6.47930 6.09470
C -7.13030 -7.16147 5.87922
```

Values from the calculation:
spin multiplicity = 1
SMILES = CCOC(=O)C(F)(F)F.CCOC(=O)C(F)(F)F.CCOC(=O)C(F)(F)F.CCOC(=O)C(F)(F)F.CCOC(=O)C(F)(F)F.COCCOCCOC.COCCOCCOC.COCCOCCOC.COCCOCCOC.COCCOCCOC
total charge = 0
HOMO level = -9.3 eV
E_LUMO = 0.1399 eV
relative energy (zero: lowest compared OMol25 entry of this formula, charge and spin) = 68.3 kcal/mol
orbital gap = 9.48 eV